Molecular formula: C4H4ClF3NO2
Method: DFT, ωB97M-V/def2-TZVPD

Calculated values
LUMO energy: -5.135 eV
Spin multiplicity: 1
Charge: +1
ΔE to the lowest compared entry with this formula, charge and spin: 186.7 kJ/mol
HOMO: -14.5 eV

```
15
C4H4ClF3NO2 (ωB97M-V/def2-TZVPD)
Cl 1.376 -0.289 3.124
F 0.333 0.161 -2.610
F -0.107 -1.625 -1.602
F -1.642 -0.588 -2.619
O -2.064 0.840 -0.384
O -1.110 0.803 2.991
N 1.476 -0.130 0.044
C -0.825 0.288 -0.552
C -0.099 0.448 2.540
C 0.104 0.241 0.357
C -0.641 -0.398 -1.916
H 1.804 -0.695 0.933
H 2.159 0.617 -0.149
H -2.201 1.143 0.600
H 1.436 -0.816 -0.758
```



Molecular formula: C6H23BrNO5
Method: DFT, ωB97M-V/def2-TZVPD

Calculated values
LUMO energy (spin up / spin down): 0.325 / -5.306 eV
Spin multiplicity: 2
Charge: 0
HOMO (spin up / spin down): -9.9 / -9.7 eV

```
36
C6H23BrNO5 (ωB97M-V/def2-TZVPD)
Br 0.076 -2.280 0.774
O -3.280 -2.713 2.213
O 2.043 1.760 -1.860
O 1.083 -3.307 -2.089
O -0.624 -5.042 2.185
O -1.537 0.772 -0.499
N 1.365 0.942 1.818
C 1.153 1.537 -3.014
C -3.085 2.404 0.030
C -2.371 1.181 0.553
C 2.133 1.358 0.682
C 3.300 0.422 0.592
C 1.353 1.464 -0.702
H 0.599 2.212 -0.456
H 0.606 1.523 2.143
H -2.517 3.233 -0.392
H -3.778 2.165 -0.777
H -3.772 -1.991 1.821
H -1.056 -0.022 -0.252
H -0.233 -5.782 1.721
H -3.820 2.833 0.711
H 0.963 0.499 -3.286
H 3.867 0.593 1.507
H 3.054 -0.633 0.715
H 0.757 -2.840 -1.320
H -2.469 -2.753 1.707
H 3.770 0.550 -0.383
H -0.380 -4.276 1.666
H 2.515 2.361 0.874
H 1.363 -2.615 -2.688
H 0.874 0.089 1.590
H 0.961 0.455 -0.829
H 0.237 2.118 -3.121
H -3.065 0.388 0.832
H 1.704 1.896 -3.884
H -1.790 1.502 1.418
```



What did the second record say?
Molecular formula: C6H23BrNO5
Method: DFT, ωB97M-V/def2-TZVPD

Calculated values
LUMO energy (spin up / spin down): 0.325 / -5.306 eV
Spin multiplicity: 2
Charge: 0
HOMO (spin up / spin down): -9.9 / -9.7 eV

```
36
C6H23BrNO5 (ωB97M-V/def2-TZVPD)
Br 0.076 -2.280 0.774
O -3.280 -2.713 2.213
O 2.043 1.760 -1.860
O 1.083 -3.307 -2.089
O -0.624 -5.042 2.185
O -1.537 0.772 -0.499
N 1.365 0.942 1.818
C 1.153 1.537 -3.014
C -3.085 2.404 0.030
C -2.371 1.181 0.553
C 2.133 1.358 0.682
C 3.300 0.422 0.592
C 1.353 1.464 -0.702
H 0.599 2.212 -0.456
H 0.606 1.523 2.143
H -2.517 3.233 -0.392
H -3.778 2.165 -0.777
H -3.772 -1.991 1.821
H -1.056 -0.022 -0.252
H -0.233 -5.782 1.721
H -3.820 2.833 0.711
H 0.963 0.499 -3.286
H 3.867 0.593 1.507
H 3.054 -0.633 0.715
H 0.757 -2.840 -1.320
H -2.469 -2.753 1.707
H 3.770 0.550 -0.383
H -0.380 -4.276 1.666
H 2.515 2.361 0.874
H 1.363 -2.615 -2.688
H 0.874 0.089 1.590
H 0.961 0.455 -0.829
H 0.237 2.118 -3.121
H -3.065 0.388 0.832
H 1.704 1.896 -3.884
H -1.790 1.502 1.418
```